# C4H17N4PSi

One molecule with the formula C4H17N4PSi (wB97M-V/def2-TZVPD, OMol25).

```
27
Properties=species:S:1:pos:R:3:nbo_charge:R:1
C -3.02 1.45 -0.65 -1.11
Si -1.65 0.22 -0.03 1.62
C -1.83 -1.54 -0.65 -1.13
C -1.76 0.38 1.81 -1.15
C 0.06 0.79 -0.77 -0.66
N 1.04 0.82 0.37 -0.97
P 2.23 -0.49 0.01 2.16
N 1.75 -1.92 -0.02 -1.37
N 2.96 -0.07 -1.47 -1.22
N 3.57 -0.19 1.12 -1.18
H -3.10 1.33 -1.75 0.23
H -3.93 0.99 -0.30 0.23
H -3.18 2.42 -0.18 0.25
H -2.03 -1.40 -1.69 0.23
H -0.80 -2.21 -0.62 0.27
H -2.69 -2.07 -0.34 0.24
H -0.66 0.09 1.99 0.25
H -1.82 1.44 2.10 0.24
H -2.49 -0.31 2.33 0.25
H 0.43 -0.07 -1.28 0.21
H 0.15 1.77 -1.31 0.23
H 1.48 1.77 0.49 0.39
H 1.36 -2.33 0.81 0.39
H 2.81 -0.79 -2.26 0.42
H 3.98 0.12 -1.22 0.42
H 3.53 0.65 1.61 0.37
H 3.63 -0.82 1.90 0.39
```

As for the spin multiplicity: 1. Its highest occupied orbital energy is -8.905 eV. As for the total charge: 0. The SMILES is C[Si](C)(C)CNP(=N)(N)N. The orbital gap is 9.712 eV.

# C4H17NO3

A 4-piece molecular cluster, C4H17NO3 overall (wB97M-V/def2-TZVPD, OMol25).

```
25
Properties=species:S:1:pos:R:3:nbo_charge:R:1
C 0.98 1.18 -2.22 -0.64
C 0.08 0.73 -1.07 -0.22
N 0.62 -0.25 -0.08 -0.69
C 0.96 0.01 1.33 -0.23
C 1.92 1.15 1.54 -0.66
H 1.31 0.31 -2.84 0.21
H 0.50 1.72 -2.96 0.23
H 1.97 1.68 -1.93 0.22
H -0.98 0.21 -1.32 0.21
H -0.20 1.62 -0.45 0.16
H 1.49 -0.49 -0.53 0.35
H 0.00 0.02 1.89 0.18
H 1.32 -1.02 1.63 0.23
H 2.87 0.82 1.00 0.20
H 2.08 1.32 2.62 0.23
H 1.81 2.16 1.15 0.23
O -1.52 2.26 1.71 -0.91
H -0.90 1.95 1.04 0.45
H -1.71 1.36 2.03 0.46
O -1.27 -2.59 0.83 -0.96
H -1.10 -1.66 0.62 0.47
H -1.03 -3.15 0.07 0.48
O -1.28 -2.14 -2.01 -0.96
H -2.15 -1.92 -1.65 0.48
H -0.56 -1.86 -1.37 0.48
```

As for the spin multiplicity: 1. Its highest occupied orbital energy is -9.591 eV. As for the relative energy (zero: lowest compared OMol25 entry of this formula, charge and spin): 46.32 kcal/mol. As for the total charge: 0. The SMILES is CCNCC.O.O.O. The orbital gap is 10.248 eV.

| no. | F_max (eV Å⁻¹) |
| --- | --- |
| 1 | 4.4 |
| 2 | 3.7 |